No. 1
Molecular formula: C10H9Br2NO2PdS
Method: DFT, ωB97M-V with the def2-TZVPD basis set

For the gap between HOMO and LUMO, the calculation gives 6.1672 eV. The value obtained for the LUMO energy is 5.2 eV. The net charge is -2. For the largest force on an atom, the calculation gives 0.087 hartree/bohr. As for the molecular weight: 473.48 g mol⁻¹.

Each line ends with the Mulliken charge.
Geometry (Å):
Pd -2.2558 -0.7841 -0.1915  0.286
Br -3.5385 -2.6920 0.4402  -0.574
C -3.6312 0.2185 0.9292  -0.665
Br -3.9449 2.0270 0.3165  -0.331
H -3.0929 0.2576 1.8835  0.281
H -4.5855 -0.2236 0.8926  0.439
C 1.3847 0.5880 2.4029  -1.596
C 0.2997 0.4204 1.3338  0.803
O -0.8999 0.1549 1.6421  -0.479
C 0.8745 0.5057 -0.0496  0.416
C 2.1851 0.1452 -0.3141  0.071
C 2.6447 0.1084 -1.6463  -1.084
C 1.8679 0.6739 -2.5954  0.009
C 0.5587 1.0830 -2.4505  -0.787
C -0.0349 0.8729 -1.1721  0.438
O -1.3221 0.9679 -0.9977  -0.820
H 0.9289 0.8543 3.3869  0.342
H 2.0708 1.3450 2.0428  0.471
H 1.9619 -0.3394 2.5096  0.295
H 2.7756 -0.2029 0.5420  0.184
H 3.6535 -0.1446 -1.9252  0.342
H 2.2853 0.7965 -3.5999  0.271
H -0.0827 1.4738 -3.2650  0.306
S -0.4908 -1.9939 -1.2995  -0.448
C -0.0181 -2.8201 0.0917  0.561
N 0.4062 -3.2925 1.0929  -0.734



No. 2
Molecular formula: C3H6N4O
Method: DFT, ωB97M-V with the def2-TZVPD basis set

For the gap between HOMO and LUMO, the calculation gives 9.1525 eV. The value obtained for the LUMO energy is 0.2 eV. For the largest force on an atom, the calculation gives 0.076 hartree/bohr. As for the SMILES: NC1(N)C=NNC1=O. As for the molecular weight: 114.11 g mol⁻¹.

Each line ends with the Mulliken charge.
Geometry (Å):
N 1.3950 -0.9720 0.2854  -0.677
C 0.3404 -0.1325 -0.2353  1.318
N 0.7396 0.3347 -1.5420  -0.679
C -1.0591 -0.7731 -0.2736  -0.473
N -2.0482 -0.0097 0.0371  -0.526
N -1.3370 0.6971 1.0587  0.045
C -0.0153 0.9777 0.7906  -0.046
O 0.6645 1.8311 1.2940  -0.580
H 1.1668 -1.3410 1.2068  0.246
H 1.5796 -1.7398 -0.3548  0.262
H 1.6362 0.8026 -1.4637  0.253
H 0.0570 0.9850 -1.9132  0.268
H -1.2196 -1.7625 -0.6845  0.377
H -1.8998 1.1025 1.7945  0.215



No. 3
Molecular formula: C2H7PS
Method: DFT, ωB97M-V with the def2-TZVPD basis set

For the gap between HOMO and LUMO, the calculation gives 10.0571 eV. The value obtained for the LUMO energy is 1.0 eV. For the largest force on an atom, the calculation gives 0.091 hartree/bohr. As for the SMILES: PCCS. As for the molecular weight: 94.12 g mol⁻¹.

Each line ends with the Mulliken charge.
Geometry (Å):
P -0.9163 -1.1288 -1.3039  -0.027
C -0.6045 -0.4502 0.3911  -1.070
C 0.8352 0.6185 0.7327  -0.529
S 0.8108 1.9482 -0.4385  -0.186
H -0.1465 -2.3976 -1.1629  0.034
H 0.1560 -0.4627 -1.9297  0.033
H -1.3460 0.2512 0.7250  0.502
H -0.6161 -1.1634 1.1562  0.435
H 0.6868 0.9026 1.7452  0.371
H 1.6377 -0.0692 0.5834  0.326
H -0.4969 1.9515 -0.4987  0.110



No. 4
Molecular formula: C57H48NO4P3SSiY
Method: DFT, ωB97M-V with the def2-TZVPD basis set

For the gap between HOMO and LUMO, the calculation gives 6.7238 eV. The value obtained for the LUMO energy is 2.4 eV. The net charge is -1. For the largest force on an atom, the calculation gives 0.047 hartree/bohr. As for the molecular weight: 1052.99 g mol⁻¹.

Each line ends with the Mulliken charge.
Geometry (Å):
Y -0.5019 0.7757 -1.7474  0.267
C 6.6598 0.3229 -2.4775  -0.686
C 6.3213 1.6587 -2.3189  -0.701
C 5.1676 1.9992 -1.6575  -0.259
C 4.2870 1.0378 -1.2586  -0.012
C 4.5539 -0.2914 -1.5150  0.385
C 5.7566 -0.6596 -2.0785  -0.706
P 2.6227 1.3043 -0.5343  1.928
C 2.6745 3.0863 -0.1701  0.324
C 2.6231 3.9962 -1.2453  -0.144
C 2.6697 5.3582 -1.0460  -0.823
C 2.5998 5.8509 0.2239  -0.684
C 2.5823 4.9849 1.3008  -0.608
C 2.5887 3.5811 1.1366  -0.715
C 2.8906 0.6621 1.1722  -0.007
C 4.1773 0.6432 1.7833  -0.684
C 4.3737 0.1424 3.0711  -1.354
C 3.2927 -0.2774 3.8356  -0.798
C 2.0070 -0.2472 3.2642  0.082
C 1.7999 0.2058 1.9191  1.337
Si 0.0552 0.2706 1.0993  -0.564
C -0.8944 -1.1688 2.0200  0.266
C -1.3881 -0.9312 3.3054  0.265
C -2.0179 -1.9239 4.0358  -0.948
C -2.2260 -3.1668 3.4209  -0.871
C -1.7244 -3.4157 2.1600  -0.695
C -1.0469 -2.4027 1.4707  0.310
P -0.2909 -2.5995 -0.2091  2.059
C 1.5094 -3.1052 0.0632  0.111
C 2.1494 -3.7288 -0.9842  -0.089
C 3.5418 -3.9835 -0.9264  -0.822
C 4.2855 -3.6810 0.2201  -0.929
C 3.6127 -3.1168 1.3271  -0.598
C 2.2294 -2.8822 1.2347  -0.151
C -0.9190 -4.2374 -0.7423  0.259
C -1.8905 -4.1855 -1.7354  -0.257
C -2.4365 -5.3874 -2.1939  -0.798
C -2.1399 -6.5990 -1.5757  -0.578
C -1.1646 -6.6636 -0.5729  -0.625
C -0.5423 -5.4848 -0.2152  -0.484
C -0.7068 1.8286 1.9933  1.184
C -0.1051 2.4664 3.1057  -0.338
C -0.6567 3.5788 3.6900  -0.849
C -1.8777 4.0882 3.2608  -1.021
C -2.4801 3.5065 2.1046  -0.172
C -1.9070 2.3861 1.5230  -0.418
P -2.7113 1.6308 0.0178  1.208
C -3.8753 0.4510 0.7652  0.292
C -4.3309 -0.6136 -0.0412  -0.626
C -5.2181 -1.5414 0.4574  -0.472
C -5.7488 -1.4064 1.7183  -0.641
C -5.2852 -0.3851 2.5710  -0.488
C -4.3761 0.5230 2.0517  -0.210
C -3.7996 2.8869 -0.7058  0.574
C -5.1708 2.6032 -0.8430  -0.812
C -5.9471 3.5159 -1.5477  -0.555
C -5.3964 4.6855 -2.0706  -0.854
C -4.0579 4.9186 -1.8780  -0.642
C -3.2275 4.0259 -1.2213  0.209
H 7.5994 -0.0024 -2.9536  0.324
H 6.9408 2.4325 -2.7753  0.400
H 4.8922 3.0113 -1.5278  0.483
H 3.7951 -1.0343 -1.2568  -0.437
H 6.0080 -1.7151 -2.3095  0.392
H 2.4590 3.5481 -2.2617  0.269
H 2.7265 6.0522 -1.9135  0.337
H 2.5648 6.9315 0.4138  0.347
H 2.5016 5.3544 2.3043  0.402
H 2.5641 2.9339 2.0002  0.155
H 4.9589 1.1615 1.2862  0.606
H 5.3639 0.0908 3.4298  0.462
H 3.4443 -0.5453 4.8956  0.301
H 1.1573 -0.6398 3.8508  0.234
H -1.2843 0.0481 3.7090  0.434
H -2.4235 -1.6685 5.0121  0.388
H -2.7104 -3.9817 3.9418  0.358
H -1.7437 -4.3944 1.6839  0.352
H 1.6551 -4.0401 -1.9023  0.293
H 4.0321 -4.4005 -1.7885  0.452
H 5.3204 -3.8282 0.2911  0.495
H 4.1600 -2.9184 2.2379  0.475
H 1.7314 -2.4011 2.1249  0.358
H -2.1942 -3.2547 -2.2254  -0.183
H -3.1401 -5.3694 -2.9888  0.541
H -2.7152 -7.4670 -1.8863  0.349
H -0.8997 -7.5874 -0.0686  0.425
H 0.1684 -5.4951 0.5716  0.579
H 0.7767 2.0542 3.5037  0.424
H -0.0880 4.1037 4.3934  0.515
H -2.2431 5.0201 3.6979  0.322
H -3.4631 3.8632 1.7267  0.401
H -3.9702 -0.7110 -1.0343  0.461
H -5.4856 -2.4384 -0.1131  0.413
H -6.4777 -2.1632 2.0192  0.302
H -5.6467 -0.2949 3.6063  0.349
H -3.9160 1.2329 2.6838  0.388
H -5.5683 1.7124 -0.3310  0.388
H -6.9883 3.2622 -1.7182  0.394
H -6.0266 5.3965 -2.6015  0.370
H -3.5553 5.8408 -2.1240  0.396
H -2.1392 4.2038 -1.2089  0.196
N 1.1381 -0.8721 -2.8458  -0.299
C 0.4472 -1.7634 -3.7964  -0.291
C -0.7654 -1.1287 -4.5026  -0.771
C -2.0059 -1.1733 -3.6593  0.354
O -2.8663 -2.0191 -3.8527  -0.753
O -2.1777 -0.2694 -2.7600  -0.288
H 1.7297 -0.1986 -3.3436  0.316
H 1.7061 -1.3898 -2.2394  -0.583
H 0.0801 -2.5750 -3.1609  0.064
H 1.1720 -2.1046 -4.5332  0.515
H -0.9434 -1.7255 -5.4151  0.495
H -0.5549 -0.0918 -4.7838  0.164
O -0.6175 2.9886 -2.5367  -0.363
O 0.0222 3.1058 -1.1389  -0.353
S 0.5250 2.4240 -3.6372  -0.488



No. 5
Molecular formula: C9H15PSi
Method: DFT, ωB97M-V with the def2-TZVPD basis set

For the gap between HOMO and LUMO, the calculation gives 8.1530 eV. The value obtained for the LUMO energy is -0.2 eV. For the largest force on an atom, the calculation gives 0.092 hartree/bohr. As for the SMILES: C[Si](C)(C)C1=P[C@H]2C=C[C@@H]1C2. As for the molecular weight: 182.28 g mol⁻¹.

Each line ends with the Mulliken charge.
Geometry (Å):
C 2.4123 -0.7715 1.4093  -0.999
Si 1.4918 0.3042 0.1041  0.233
C 2.3507 2.0616 0.2602  -0.941
C 1.6866 -0.3035 -1.7095  -1.055
C -0.3813 0.2022 0.2883  0.233
P -1.4205 1.4642 0.9150  -0.178
C -2.8882 0.3853 0.6124  -0.174
C -3.0566 0.2983 -0.8800  -0.701
C -2.0376 -0.4205 -1.3640  -0.392
C -1.2575 -0.9461 -0.1820  -0.306
C -2.3693 -1.0635 0.9471  -0.948
H 3.5048 -1.1316 1.2288  0.303
H 2.5388 -0.2744 2.3910  0.308
H 1.8431 -1.7498 1.6079  0.290
H 1.7946 2.2630 1.1700  0.272
H 3.4607 2.0216 0.5329  0.305
H 2.0762 2.6880 -0.6724  0.231
H 2.5307 -0.9080 -1.9991  0.413
H 0.7586 -0.8759 -1.8278  0.201
H 1.7610 0.4616 -2.4748  0.312
H -3.8236 0.7971 1.0921  0.415
H -3.7860 0.8257 -1.4175  0.462
H -1.7207 -0.6386 -2.3264  0.487
H -0.7174 -1.8582 -0.4254  0.522
H -3.0137 -1.8840 0.8101  0.383
H -1.7376 -0.9471 1.9097  0.323